1.
C3H10N2 | ωB97M-V/def2-TZVPD

Summary:
* electronic energy: -229.794968 hartree
* HOMO level: -0.3351 Eh
* max |F|: 2.51 eV/Å
* structure (SMILES): C[C@H](N)CN
* HOMO-LUMO gap: 10.28 eV
* energy relative to the best compared isomer or geometry (same formula, charge and spin): 0.3887 eV

```
! wB97M-V def2-TZVPD RIJCOSX def2/J DEFGRID3
* xyz 0 1
C 1.2513 -0.7974 -0.9731
C 0.0968 -0.4792 -0.0244
C -0.0076 1.0183 0.2959
H 1.2983 -1.8705 -1.3412
H 1.1657 -0.0556 -1.7970
H 2.2642 -0.7251 -0.5317
H 0.1706 -1.0332 0.9796
H -1.1408 -1.7986 -0.9523
H -2.0071 -0.7231 -0.0744
H -0.3582 1.4906 -0.6081
H 0.9706 1.5178 0.5322
H -0.9438 2.2549 1.6604
H -0.5793 0.7735 2.1823
N -1.1834 -0.8317 -0.6874
N -0.9973 1.2592 1.3390
*
```



2.
C4H6N2O2RuSSe2Te2 | ωB97M-V/def2-TZVPD

Summary:
* electronic energy: -6248.178673 hartree
* HOMO level (spin up / spin down): -0.1562 / -0.1664 Eh
* max |F|: 0.95 eV/Å
* HOMO-LUMO gap (spin up / spin down): 6.13 / 5.47 eV
* energy relative to the best compared isomer or geometry (same formula, charge and spin): 0.0000 eV

```
! wB97M-V def2-TZVPD RIJCOSX def2/J DEFGRID3
* xyz -1 2
Ru 0.5758 0.8106 0.3997
Se 2.8652 0.9305 1.4853
Te 2.8394 1.1436 -0.8966
Te 0.3219 2.6641 -1.5614
Se 0.0999 3.2095 0.8502
N -1.4650 0.4045 -0.1180
C -2.4641 0.3166 0.9615
C -2.0242 -0.7046 1.9966
C -0.9525 -0.1272 2.9134
O -1.1579 -0.0840 4.1183
O 0.1280 0.3106 2.3604
H -1.7662 1.0717 -0.8225
H -1.3742 -0.5014 -0.5743
H -3.4315 0.0440 0.5292
H -2.5535 1.3084 1.4072
H -1.6252 -1.5873 1.4861
H -2.8669 -1.0084 2.6135
S 0.6063 -4.0310 -0.1116
C 0.7036 -2.4071 -0.0776
N 0.7818 -1.2419 -0.0770
*
```



3.
C37H28N5Re | ωB97M-V/def2-TZVPD

Summary:
* electronic energy: -1778.171259 hartree
* HOMO level (spin up / spin down): -0.4779 / -0.4776 Eh
* max |F|: 4.35 eV/Å
* HOMO-LUMO gap (spin up / spin down): 5.03 / 5.02 eV
* energy relative to the best compared isomer or geometry (same formula, charge and spin): 2.8346 eV

```
! wB97M-V def2-TZVPD RIJCOSX def2/J DEFGRID3
* xyz 2 1
Re -0.4267 -0.7349 -0.0448
C -0.4955 2.2991 -4.7490
C -1.2495 1.1348 -4.7880
C -1.6322 0.5202 -3.6139
C -1.2239 1.0440 -2.3767
C -0.4288 2.1951 -2.3477
C -0.0933 2.8276 -3.5290
N -1.5962 0.3859 -1.2040
C -2.9383 0.1430 -1.0375
C -3.9662 0.9186 -1.5838
C -5.2825 0.5903 -1.3203
C -5.6110 -0.5330 -0.5588
C -4.6191 -1.3296 -0.0226
C -3.2848 -0.9852 -0.2370
N -2.1795 -1.6720 0.1764
N -2.2678 -2.8508 0.6694
C -1.0594 -3.3954 0.9406
C -0.9874 -4.7161 1.4066
C 0.2460 -5.2900 1.6066
C 1.3899 -4.5299 1.3498
C 1.2522 -3.2289 0.9171
N 0.0644 -2.6443 0.7005
H -0.2360 2.7968 -5.6709
H -1.5496 0.7088 -5.7337
H -2.2271 -0.3813 -3.6376
H -0.1424 2.6034 -1.3897
H 0.4753 3.7444 -3.5107
H -3.7161 1.7950 -2.1640
H -6.0700 1.2144 -1.7160
H -6.6483 -0.7769 -0.3933
H -4.8449 -2.2010 0.5693
H -1.9121 -5.2473 1.5710
H 0.3328 -6.3106 1.9439
H 2.3749 -4.9442 1.4939
H 2.1229 -2.6154 0.7270
N -0.4980 0.3837 1.5560
C 0.3348 1.0655 2.2451
C -0.0226 1.9568 3.3246
C 0.9498 2.7256 3.9841
C 0.6151 3.4292 5.1234
C -0.6797 3.3657 5.6277
C -1.6582 2.6359 4.9622
C -1.3420 1.9567 3.8048
C 1.7421 0.6409 2.0229
C 2.3695 -0.1112 2.9937
C 3.6120 -0.6938 2.7615
C 4.2259 -0.5790 1.5085
C 3.6285 0.1179 0.5022
C 2.2973 0.7375 0.6499
H 1.9599 2.7634 3.6027
H 1.3625 4.0221 5.6294
H -0.9226 3.8748 6.5473
H -2.6627 2.5898 5.3549
H -2.0821 1.3776 3.2749
H 1.9147 -0.1963 3.9709
H 4.1095 -1.2334 3.5521
H 5.1886 -1.0371 1.3414
H 4.1012 0.1740 -0.4661
H 2.2736 1.7794 0.2967
C 1.3870 0.0136 -0.4006
C 1.9066 -0.0663 -1.7360
C 2.5948 0.9773 -2.3744
C 2.9799 0.8599 -3.6929
C 2.7166 -0.3043 -4.4019
C 2.0544 -1.3568 -3.7838
C 1.6338 -1.2329 -2.4793
H 2.7893 1.8969 -1.8435
H 3.4981 1.6764 -4.1695
H 3.0265 -0.3960 -5.4303
H 1.8859 -2.2810 -4.3158
H 1.1399 -2.0671 -1.9861
*
```



4.
C5H7BrN2O2 | ωB97M-V/def2-TZVPD

Summary:
* electronic energy: -3028.671176 hartree
* HOMO level: -0.3803 Eh
* max |F|: 1.82 eV/Å
* structure (SMILES): N#C[C@@H](O)[C@H](Br)C#N.CO
* HOMO-LUMO gap: 10.19 eV
* energy relative to the best compared isomer or geometry (same formula, charge and spin): 0.0000 eV

```
! wB97M-V def2-TZVPD RIJCOSX def2/J DEFGRID3
* xyz 0 1
N -0.0565 -0.5883 2.5244
C -0.3472 0.1007 1.6423
C -0.6824 0.8658 0.4415
O -0.6311 0.0812 -0.6980
C -2.0698 1.5078 0.5913
Br -2.0398 2.8138 2.0243
C -3.0459 0.4783 0.8678
N -3.7737 -0.4127 0.9860
H 0.0347 1.6574 0.3238
H -1.2184 -0.6728 -0.6014
H -2.3432 1.9708 -0.3394
C 3.0593 -1.3137 -1.2531
O 1.8139 -1.4269 -1.9328
H 3.8437 -1.5723 -1.9592
H 3.2260 -0.2905 -0.9032
H 3.1107 -2.0004 -0.4039
H 1.1196 -1.1981 -1.3103
*
```



5.
C6H9NO2 | ωB97M-V/def2-TZVPD

Summary:
* electronic energy: -439.172635 hartree
* HOMO level: -0.3540 Eh
* max |F|: 2.85 eV/Å
* structure (SMILES): C=C[C@H]1[C@H](CO)N1C=O
* HOMO-LUMO gap: 10.38 eV
* energy relative to the best compared isomer or geometry (same formula, charge and spin): 2.8225 eV

```
! wB97M-V def2-TZVPD RIJCOSX def2/J DEFGRID3
* xyz 0 1
C -1.8797 -0.9366 0.1943
C -0.4836 -0.4885 -0.2826
C 0.3767 0.2567 0.7593
C 1.3476 1.3004 0.3140
C 0.9090 2.3480 -0.3782
C 1.7331 -1.5729 -0.3481
H -3.6861 -0.1458 -0.0678
H -2.1268 -1.9533 -0.2997
H -1.8251 -1.0340 1.3075
H -0.3675 -0.2744 -1.3366
H -0.0201 0.3175 1.7463
H 2.3321 1.1631 0.6586
H -0.1685 2.4836 -0.6296
H 1.5942 3.1525 -0.5223
H 1.5796 -2.4789 -1.0062
N 0.6131 -1.1156 0.3557
O -2.7940 0.0735 -0.3045
O 2.8659 -1.0954 -0.1602
*
```



6.
C34H83N5O13 | ωB97M-V/def2-TZVPD

Summary:
* electronic energy: -2596.816105 hartree
* HOMO level: -0.3144 Eh
* max |F|: 2.70 eV/Å
* structure (SMILES): CCOC(=O)OC.COCCNCCOC.COCCNCCOC.COCCNCCOC.COCCNCCOC.COCCNCCOC
* HOMO-LUMO gap: 9.09 eV

```
! wB97M-V def2-TZVPD RIJCOSX def2/J DEFGRID3
* xyz 0 1
C 4.6374 3.5981 0.3546
C 3.1322 3.3552 0.1399
O 2.6792 2.2936 0.9533
C 1.4104 1.9068 1.0332
O 0.4932 2.3299 0.3878
O 1.3264 1.0161 1.9992
C 0.0593 0.4039 2.2393
H 4.7637 3.7183 1.4329
H 4.9105 4.5287 -0.1310
H 5.1966 2.7047 0.0833
H 2.8258 3.0677 -0.8717
H 2.6700 4.3219 0.3644
H -0.4004 0.2104 1.2700
H -0.5650 1.0513 2.8572
H 0.2282 -0.5235 2.7811
C 0.3678 8.6003 -7.6070
O 0.4779 7.6626 -6.5838
C 0.1852 6.3267 -6.8962
C 0.2428 5.5482 -5.5926
N 1.5993 5.3657 -5.0893
C 1.5677 4.9293 -3.6735
C 0.7219 3.7346 -3.3072
O 1.2343 2.6441 -4.0220
C 0.4529 1.4528 -3.9806
H -0.5623 8.4254 -8.1677
H 1.1951 8.5215 -8.3279
H 0.3346 9.6301 -7.2537
H 0.9944 5.9230 -7.5256
H -0.6975 6.0305 -7.4732
H -0.3199 4.6170 -5.6745
H -0.3255 6.1362 -4.8509
H 2.0350 6.2798 -5.1029
H 1.2726 5.8281 -3.1144
H 2.5990 4.7114 -3.3868
H -0.3555 3.8943 -3.4577
H 0.7573 3.6388 -2.2122
H -0.0557 1.3525 -3.0182
H 1.0639 0.5956 -4.2383
H -0.3535 1.5868 -4.7100
C 2.6643 3.5602 3.8440
O 1.4722 3.7838 4.5906
C 0.8828 2.5384 4.8855
C -0.5875 2.8065 5.2578
N -1.4173 1.6218 5.1983
C -1.0394 0.5432 6.0885
C -1.9767 -0.6700 5.9167
O -3.2133 -0.5103 6.5808
C -4.2965 -0.9965 5.8066
H 3.3222 2.8986 4.4323
H 3.2021 4.4824 3.6645
H 2.5089 2.8912 2.9906
H 1.3650 2.0789 5.7544
H 0.8626 1.8706 4.0215
H -0.8872 3.5860 4.5469
H -0.7710 3.3883 6.1738
H -2.4094 1.7788 5.3102
H -1.0132 0.8457 7.1428
H -0.0741 0.1359 5.7750
H -1.4899 -1.5448 6.3701
H -2.0065 -0.9870 4.8696
H -5.1276 -1.2740 6.4605
H -4.1417 -2.0062 5.4002
H -4.5476 -0.2791 5.0301
C 4.9658 -2.1059 -5.6795
O 5.1462 -1.3099 -4.5376
C 3.9584 -0.8188 -3.9369
C 4.2362 -0.2705 -2.5484
N 3.5592 -1.1464 -1.5875
C 4.0577 -1.0284 -0.2227
C 5.2296 -1.9647 0.1059
O 4.7024 -3.2908 0.1407
C 5.1163 -3.9492 1.3360
H 5.0601 -1.5618 -6.6207
H 4.0427 -2.6940 -5.6478
H 5.7460 -2.8716 -5.6601
H 3.1745 -1.5805 -3.9039
H 3.6224 -0.0121 -4.6035
H 3.8302 0.7357 -2.3935
H 5.3035 -0.1550 -2.3131
H 3.5845 -2.1102 -1.8928
H 3.2304 -1.3233 0.4274
H 4.3183 0.0071 -0.0007
H 5.6201 -1.6705 1.0841
H 6.0674 -1.8396 -0.5835
H 4.5956 -3.4705 2.1728
H 6.1848 -3.7575 1.4755
H 4.9708 -5.0252 1.3790
C -0.9572 -7.4333 -0.8993
O -1.1261 -7.0969 0.4542
C -1.5101 -5.7234 0.5872
C -1.9864 -5.5841 2.0267
N -2.1373 -4.1864 2.5094
C -1.1376 -3.2148 2.0878
C 0.2346 -3.4463 2.7688
O 0.0016 -3.1586 4.1413
C 1.1079 -3.5123 4.9213
H -1.8493 -7.3109 -1.5311
H -0.7861 -8.5068 -0.9939
H -0.1457 -6.8334 -1.3236
H -2.3879 -5.6119 -0.0581
H -0.6928 -5.0770 0.2634
H -1.3801 -6.1213 2.7655
H -2.9457 -6.0937 2.1371
H -2.0658 -4.2699 3.5169
H -1.3961 -2.1746 2.2918
H -1.0840 -3.3128 1.0039
H 0.9858 -2.7627 2.3645
H 0.4812 -4.5082 2.6789
H 1.0138 -3.1230 5.9360
H 2.0521 -3.2140 4.4509
H 1.2364 -4.5925 5.1000
C -8.0124 -1.9821 -3.3149
O -7.1368 -1.8661 -2.2009
C -6.4320 -3.0377 -1.8579
C -5.8712 -2.7826 -0.4273
N -4.8411 -1.7343 -0.5850
C -4.4540 -1.2374 0.7158
C -3.2491 -0.3011 0.7321
O -3.7258 0.9886 0.3680
C -2.6258 1.8148 -0.0007
H -7.4542 -2.1296 -4.2442
H -8.5307 -1.0254 -3.3331
H -8.7054 -2.8057 -3.1263
H -5.6109 -3.0973 -2.5892
H -6.9482 -4.0006 -1.9535
H -5.3525 -3.7033 -0.1611
H -6.7412 -2.4941 0.1658
H -5.3428 -1.0427 -1.1341
H -4.2760 -2.0171 1.4613
H -5.2414 -0.6193 1.1747
H -2.4909 -0.6456 0.0167
H -2.7613 -0.2699 1.7132
H -1.9160 1.9244 0.8169
H -3.0449 2.7859 -0.2629
H -2.1640 1.3991 -0.9005
*
```



7.
C19H54O8 | ωB97M-V/def2-TZVPD

Summary:
* electronic energy: -1358.066330 hartree
* HOMO level: -0.3651 Eh
* max |F|: 3.70 eV/Å
* structure (SMILES): CC(C)O.CC(C)O.CC(C)O.CCO.CCO.CCO.CCO.CCO
* HOMO-LUMO gap: 10.40 eV
* energy relative to the best compared isomer or geometry (same formula, charge and spin): 3.4458 eV

```
! wB97M-V def2-TZVPD RIJCOSX def2/J DEFGRID3
* xyz 0 1
C 11.2103 -17.7503 0.3031
C 11.6696 -16.2831 0.2046
O 12.4610 -15.8954 1.3247
H 12.0250 -18.4318 0.5476
H 10.8474 -18.1230 -0.6548
H 10.5243 -17.9108 1.1349
H 10.8848 -15.5306 0.1287
H 12.2112 -16.0919 -0.7217
H 12.0035 -16.0464 2.1550
C 5.3925 -19.0682 1.0955
C 4.7144 -19.9226 -0.0090
O 3.3970 -20.1448 0.4210
H 4.7981 -18.2108 1.4113
H 6.3940 -18.7130 0.8531
H 5.5521 -19.6782 1.9846
H 5.2670 -20.7978 -0.3510
H 4.5327 -19.4619 -0.9800
H 2.8722 -19.3567 0.2626
C 9.5186 -20.2669 3.1360
C 9.8983 -21.7166 2.8106
O 11.2370 -21.9820 3.1564
H 10.2800 -19.6501 2.6585
H 9.5192 -19.9458 4.1776
H 8.5990 -19.9958 2.6176
H 9.8335 -21.8960 1.7374
H 9.1418 -22.4216 3.1556
H 11.3680 -22.9212 3.3060
C 13.3236 -22.6027 0.3351
C 14.1957 -21.7203 1.1644
O 13.6408 -20.4688 1.2630
H 13.7687 -23.5443 0.0134
H 13.1661 -22.1605 -0.6486
H 12.3603 -22.8411 0.7861
H 15.2134 -21.5483 0.8141
H 14.2390 -21.9274 2.2336
H 12.8442 -20.4141 1.7959
C 6.4934 -24.1188 -5.4006
C 7.1295 -23.3446 -4.1528
O 8.3554 -22.5686 -4.5031
H 5.8363 -24.8784 -4.9772
H 7.2990 -24.5481 -5.9965
H 5.9456 -23.5229 -6.1306
H 7.3530 -24.0525 -3.3547
H 6.3268 -22.7879 -3.6692
H 9.1456 -23.0743 -4.2992
C 4.7294 -19.0160 -4.5662
C 4.6219 -19.2700 -6.0486
C 4.5595 -20.7591 -6.2936
O 3.4074 -18.7300 -6.5531
H 5.7162 -19.2528 -4.1684
H 4.0147 -19.6030 -3.9893
H 4.6084 -17.9331 -4.5395
H 5.5227 -18.9105 -6.5460
H 3.6056 -21.1973 -6.0001
H 5.3229 -21.2872 -5.7222
H 4.7096 -21.0234 -7.3404
H 3.4648 -18.8649 -7.5019
C 15.6932 -18.2505 -4.4528
C 14.2541 -17.8252 -4.8719
C 13.2591 -18.1608 -3.8123
O 14.1751 -16.4783 -5.1376
H 15.5624 -19.2047 -3.9424
H 16.1127 -17.4634 -3.8262
H 16.2793 -18.3692 -5.3641
H 13.8417 -18.3356 -5.7422
H 13.5082 -17.6874 -2.8626
H 13.2433 -19.2334 -3.6195
H 12.2195 -17.9527 -4.0653
H 13.2929 -16.3664 -5.4992
C 10.6413 -20.6644 -2.0445
C 9.2379 -20.3175 -1.5929
C 8.6956 -19.0865 -2.3766
O 8.3478 -21.3935 -1.9381
H 10.7206 -20.5117 -3.1208
H 10.7943 -21.7373 -1.9286
H 11.4262 -20.1153 -1.5243
H 9.2642 -20.0818 -0.5290
H 7.9629 -18.6689 -1.6860
H 8.2728 -19.4332 -3.3196
H 9.3602 -18.2576 -2.6202
H 8.2732 -21.4048 -2.8951
*
```



8.
C32H53N2O3PdSi2Te | ωB97M-V/def2-TZVPD

Summary:
* electronic energy: -2560.450156 hartree
* HOMO level (spin up / spin down): -0.5910 / -0.5910 Eh
* max |F|: 0.61 eV/Å
* HOMO-LUMO gap (spin up / spin down): 6.91 / 6.91 eV

```
! wB97M-V def2-TZVPD RIJCOSX def2/J DEFGRID3
* xyz 3 1
Pd -0.3081 -0.3959 -0.2653
C 5.5246 0.9472 -4.4809
C 5.1120 0.5960 -3.1175
C 5.9105 0.9230 -1.9361
O 4.0430 -0.0829 -2.9065
C 2.2895 2.8822 -1.2942
O 3.2290 3.3766 -1.7500
O 1.3660 2.3304 -0.8546
H 6.2756 0.2021 -4.7833
H 6.0265 1.9134 -4.5010
H 4.7039 0.9190 -5.1971
H 6.7210 0.1791 -1.9018
H 5.3349 0.8406 -1.0186
H 6.3871 1.8962 -2.0394
H 3.5811 -0.3120 -3.7346
C -4.3504 0.3922 0.4262
C -3.7696 1.4727 -0.4435
C -4.3307 2.7455 -0.4702
C -3.8345 3.7258 -1.3140
C -2.7685 3.4485 -2.1563
C -2.1717 2.1941 -2.1621
C -1.0537 1.8749 -3.1165
C -2.6884 1.2315 -1.2928
N -2.0241 -0.0487 -1.2569
C -2.4450 -1.0701 -1.9156
C -3.7057 -1.0990 -2.7024
C -1.5408 -2.2778 -1.9202
C -2.0840 -3.6041 -2.3133
N -0.3393 -2.0182 -1.5413
C 0.7652 -2.9192 -1.5400
C 1.1330 -3.6562 -2.6680
C 0.4647 -3.5417 -4.0124
C 2.2322 -4.5122 -2.5451
C 2.9479 -4.6076 -1.3710
C 2.6098 -3.8040 -0.2848
C 1.5329 -2.9438 -0.3622
C 1.1887 -2.0683 0.8206
H -4.9537 0.8232 1.2236
H -3.5804 -0.2358 0.8752
H -5.0100 -0.2625 -0.1492
H -5.1744 2.9624 0.1728
H -4.2878 4.7077 -1.3237
H -2.3983 4.2134 -2.8273
H -0.5841 2.7918 -3.4692
H -1.4304 1.3453 -3.9957
H -0.2881 1.2469 -2.6551
H -4.1610 -0.1148 -2.7683
H -4.4125 -1.7863 -2.2290
H -3.5169 -1.4832 -3.7064
H -2.9910 -3.7937 -1.7338
H -1.3683 -4.3984 -2.1218
H -2.3703 -3.6266 -3.3664
H -0.1976 -2.6814 -4.0931
H -0.1122 -4.4381 -4.2466
H 1.2214 -3.4514 -4.7913
H 2.5225 -5.1085 -3.4016
H 3.7832 -5.2909 -1.2987
H 3.1888 -3.8591 0.6286
H 1.9144 -2.1765 1.6261
H 0.2080 -2.2876 1.2467
H 1.3200 -0.9627 0.5895
C 2.8059 2.6790 4.7010
Si 1.4788 3.0773 3.4649
C -0.0771 3.7032 4.2796
C 2.0529 4.2548 2.1321
C 1.0946 1.4331 2.5393
Te -0.7162 1.5238 1.4384
C -1.9369 0.7520 2.9962
Si -2.0346 -1.0841 3.5304
C -2.3811 -2.2458 2.0888
C -0.4034 -1.5222 4.3278
C -3.4372 -1.1477 4.7430
H 3.1778 3.5925 5.1698
H 3.6591 2.1787 4.2384
H 2.4270 2.0353 5.4972
H 0.1175 4.6891 4.7083
H -0.3979 3.0610 5.1031
H -0.9151 3.8281 3.5880
H 2.1800 5.2624 2.5318
H 1.3241 4.3265 1.3189
H 3.0171 3.9478 1.7179
H 1.0266 0.5732 3.2058
H 1.8880 1.2510 1.8102
H -2.9275 1.1714 2.8129
H -1.5327 1.2960 3.8568
H -1.9335 -1.9197 1.1459
H -3.4556 -2.3534 1.9277
H -1.9902 -3.2398 2.3221
H 0.4254 -1.5866 3.6186
H -0.4809 -2.4947 4.8192
H -0.1320 -0.7962 5.0977
H -4.3758 -0.8260 4.2868
H -3.2519 -0.5145 5.6125
H -3.5810 -2.1678 5.1062
*
```